# 1
DFT (ωB97M-V/def2-TZVPD) results for a 2-piece molecular cluster, C4H4 overall at a distorted geometry.

The calculation puts the HOMO-LUMO gap at 0.3165 Eh. For the LUMO energy, the calculation gives -0.11 eV.

Each line ends with the natural charge from an NBO analysis.
Element x y z (Å)
H (-0.17, 1.34, 0.96)  0.202
H (2.84, 0.15, -0.16)  0.182
C (-0.98, -0.31, -0.20)  -0.471
H (-1.78, -0.30, 0.70)  0.211
C (0.00, 0.74, 0.13)  -0.126
H (-1.34, -0.50, -1.18)  0.241
C (1.12, -0.06, -0.33)  -0.154
C (0.31, -1.05, 0.08)  -0.085



# 2
DFT (ωB97M-V/def2-TZVPD) results for one molecule with the formula C4H4 at a distorted geometry.

The calculation puts the HOMO-LUMO gap (spin up / spin down) at 0.2986 / 0.2809 Eh. For the LUMO energy (spin up / spin down), the calculation gives -1.76 / -2.07 eV.

Each line ends with the natural charge from an NBO analysis.
Element x y z (Å)
C (-2.52, -0.13, 0.14)  -0.430
H (0.69, -0.43, 0.91)  0.239
H (-0.92, 1.33, 1.43)  0.238
H (0.12, -1.01, -0.60)  0.244
C (-1.08, 0.44, 0.68)  0.115
H (0.78, 0.63, -0.63)  0.254
C (0.18, -0.15, -0.02)  -0.687
C (-3.51, 0.12, -0.58)  0.026



# 3
DFT (ωB97M-V/def2-TZVPD) results for one molecule with the formula C4H4 at a distorted geometry.

The calculation puts the HOMO-LUMO gap (spin up / spin down) at 0.3411 / 0.3140 Eh. For the LUMO energy (spin up / spin down), the calculation gives 1.20 / -1.61 eV. The spin multiplicity is 3.

Each line ends with the natural charge from an NBO analysis.
Element x y z (Å)
H (0.82, 1.37, -0.87)  0.218
C (-0.56, 1.91, 0.33)  0.150
H (1.55, 1.03, 0.77)  0.222
H (-0.47, -1.55, -0.12)  0.207
C (-0.56, 0.48, 0.23)  -0.113
C (-1.07, -0.69, 0.11)  -0.411
H (-2.15, -0.89, 0.16)  0.216
C (0.71, 1.16, 0.14)  -0.491